Entry from the Open Molecules 2025 dataset: a cluster of 4 separate species, C30H60N2O7P in total (the ωB97M-V functional and the def2-TZVPD basis).

```
! wB97M-V def2-TZVPD RIJCOSX def2/J DEFGRID3
* xyz 1 1
C 3.052 1.979 -0.502
C 2.410 1.632 -1.841
O 2.493 0.224 -2.095
C 1.874 -0.184 -3.259
N 0.650 -1.009 -2.958
C 1.055 -2.196 -2.110
C 0.384 -2.177 -0.736
C 0.785 -3.453 0.026
C 1.642 -3.183 1.278
C 1.059 -2.140 2.218
N -0.319 -2.089 2.465
O 1.800 -1.318 2.743
O -1.025 -2.212 -0.912
C -1.543 -1.096 -1.644
C -2.671 -1.634 -2.570
C -4.014 -1.371 -1.893
C -4.537 -2.370 -1.109
C -5.718 -2.184 -0.440
C -6.402 -0.995 -0.532
C -5.891 0.004 -1.325
C -6.584 1.349 -1.466
C -4.703 -0.183 -1.997
C -0.453 -0.232 -2.329
P -1.107 1.000 -3.544
O -1.143 0.278 -4.842
H 2.787 1.283 0.297
H 4.129 2.080 -0.646
H 2.697 2.965 -0.181
H 1.376 2.007 -1.812
H 2.918 2.196 -2.634
H 2.565 -0.852 -3.788
H 1.658 0.648 -3.937
H 0.303 -1.392 -3.849
H 2.137 -2.240 -1.964
H 0.763 -3.114 -2.628
H 0.654 -1.289 -0.144
H 1.260 -4.183 -0.638
H -0.142 -3.937 0.358
H 1.689 -4.126 1.840
H 2.664 -2.947 0.978
H -0.876 -2.311 1.644
H -0.520 -1.144 2.775
H -2.021 -0.437 -0.905
H -2.640 -1.256 -3.598
H -2.605 -2.724 -2.639
H -4.037 -3.328 -0.997
H -6.141 -2.950 0.203
H -7.325 -0.816 0.010
H -6.535 1.932 -0.541
H -6.051 1.939 -2.220
H -7.614 1.231 -1.810
H -4.322 0.628 -2.613
H 0.023 0.352 -1.529
H -2.392 1.454 -3.185
H -0.175 2.055 -3.685
C -1.263 -2.927 -6.273
C -2.327 -4.011 -6.231
O -3.629 -3.515 -5.992
C -4.136 -2.594 -6.946
C -4.226 -3.155 -8.355
H -1.266 -2.359 -5.338
H -0.275 -3.370 -6.418
H -1.430 -2.217 -7.083
H -2.110 -4.695 -5.408
H -2.306 -4.613 -7.145
H -3.547 -1.670 -6.931
H -5.137 -2.329 -6.604
H -3.247 -3.432 -8.750
H -4.660 -2.416 -9.028
H -4.850 -4.050 -8.369
C 2.688 2.341 3.508
C 2.629 3.798 3.083
O 1.310 4.274 2.869
C 0.442 4.220 3.990
C 0.927 5.026 5.182
H 2.200 1.708 2.762
H 3.724 2.020 3.620
H 2.184 2.172 4.459
H 3.153 3.911 2.132
H 3.153 4.438 3.800
H 0.255 3.178 4.275
H -0.513 4.623 3.650
H 1.879 4.656 5.565
H 0.199 4.977 5.992
H 1.069 6.071 4.902
C 5.971 3.323 8.441
C 4.746 3.412 7.547
O 4.851 2.654 6.353
C 5.036 1.258 6.508
C 3.913 0.569 7.264
H 6.861 3.647 7.900
H 5.844 3.956 9.319
H 6.151 2.305 8.788
H 4.608 4.447 7.234
H 3.841 3.131 8.097
H 6.004 1.054 6.979
H 5.091 0.847 5.499
H 3.819 0.939 8.285
H 4.094 -0.505 7.313
H 2.957 0.739 6.764
*
```

Its total energy is -2156.32932 hartree. Its largest force on an atom is 0.04560 Eh/bohr. The value obtained for the energy above the lowest of the compared OMol25 structures with the same formula, charge and spin is 21.0 kcal per mole.

---

Entry from the Open Molecules 2025 dataset: a cluster of 10 separate species, C30H60O30 in total (the ωB97M-V functional and the def2-TZVPD basis).

```
! wB97M-V def2-TZVPD RIJCOSX def2/J DEFGRID3
* xyz 0 1
C 16.467 3.201 16.022
O 17.839 2.808 15.976
C 18.342 2.198 14.928
O 17.683 1.931 13.928
O 19.664 1.923 15.131
C 20.369 1.135 14.212
H 15.781 2.353 16.000
H 16.207 3.843 15.180
H 16.164 3.687 16.949
H 19.935 0.155 14.017
H 21.353 0.850 14.586
H 20.316 1.788 13.340
C 9.726 14.428 14.181
O 9.166 13.308 14.851
C 9.911 12.242 15.021
O 11.129 12.073 14.818
O 9.004 11.252 15.296
C 9.384 10.001 15.893
H 10.487 14.086 13.480
H 10.219 15.216 14.750
H 8.838 14.784 13.659
H 9.657 9.247 15.155
H 8.476 9.651 16.384
H 10.121 10.108 16.690
C 19.569 6.799 17.403
O 18.632 6.290 16.448
C 19.061 5.889 15.209
O 20.208 5.885 14.769
O 18.009 5.480 14.528
C 18.022 5.220 13.093
H 19.134 7.186 18.324
H 20.249 7.488 16.902
H 20.244 6.101 17.898
H 17.294 4.490 12.742
H 19.008 4.887 12.767
H 17.814 6.076 12.451
C 12.087 8.342 18.196
O 12.634 8.280 16.948
C 13.497 7.415 16.696
O 13.645 6.289 17.274
O 14.132 7.851 15.665
C 15.381 7.311 15.231
H 10.997 8.344 18.177
H 12.599 9.206 18.620
H 12.332 7.463 18.792
H 15.475 7.631 14.194
H 15.368 6.222 15.174
H 16.241 7.805 15.683
C 7.934 8.406 20.200
O 6.926 8.201 19.273
C 6.557 9.104 18.385
O 6.889 10.343 18.400
O 5.888 8.432 17.443
C 5.554 9.067 16.298
H 7.975 9.482 20.371
H 8.860 8.004 19.790
H 7.624 7.830 21.072
H 5.415 10.148 16.280
H 4.692 8.548 15.878
H 6.362 8.895 15.587
C 18.040 9.707 13.913
O 16.844 10.417 14.221
C 16.788 11.770 13.833
O 17.702 12.536 13.414
O 15.572 12.215 14.075
C 15.178 13.503 13.750
H 18.886 9.921 14.567
H 18.297 9.832 12.862
H 17.910 8.650 14.148
H 14.918 13.502 12.691
H 15.903 14.310 13.845
H 14.333 13.717 14.405
C 7.254 6.992 24.583
O 8.351 6.327 23.974
C 9.248 7.085 23.258
O 9.087 8.252 22.919
O 10.288 6.288 22.997
C 11.439 6.869 22.326
H 6.677 6.274 25.166
H 6.628 7.451 23.818
H 7.358 7.691 25.413
H 11.720 7.748 22.905
H 11.125 7.210 21.339
H 12.245 6.135 22.333
C 12.411 3.459 19.241
O 12.340 2.804 17.917
C 13.240 1.826 17.580
O 14.226 1.560 18.316
O 12.831 1.276 16.472
C 13.384 0.065 16.144
H 13.213 4.191 19.141
H 12.793 2.739 19.964
H 11.445 3.813 19.602
H 14.056 -0.437 16.840
H 14.020 0.256 15.280
H 12.687 -0.746 15.936
C 9.712 11.846 22.210
O 10.406 12.651 21.230
C 10.960 12.087 20.149
O 10.902 10.862 19.821
O 11.496 13.101 19.501
C 11.814 13.040 18.173
H 8.705 11.493 21.991
H 9.686 12.374 23.163
H 10.209 10.887 22.357
H 10.961 12.674 17.601
H 12.532 12.231 18.043
H 12.187 13.993 17.798
C 12.798 3.463 13.905
O 13.770 2.377 13.726
C 14.512 2.236 12.587
O 14.540 3.101 11.711
O 15.216 1.076 12.709
C 15.964 0.613 11.584
H 11.999 3.504 13.165
H 13.218 4.459 14.049
H 12.311 3.018 14.772
H 15.757 -0.427 11.332
H 17.019 0.523 11.844
H 15.815 1.232 10.699
*
```

Its total energy is -3436.14854 hartree. Its largest force on an atom is 0.13427 Eh/bohr. The value obtained for the energy above the lowest of the compared OMol25 structures with the same formula, charge and spin is 126.5 kcal per mole. As for the SMILES: COC(=O)OC.COC(=O)OC.COC(=O)OC.COC(=O)OC.COC(=O)OC.COC(=O)OC.COC(=O)OC.COC(=O)OC.COC(=O)OC.COC(=O)OC.

---

Entry from the Open Molecules 2025 dataset: a cluster of 3 separate species, C30H61Cl4NO9P in total (the ωB97M-V functional and the def2-TZVPD basis).

```
! wB97M-V def2-TZVPD RIJCOSX def2/J DEFGRID3
* xyz 1 1
C -1.808 2.360 1.431
C -1.484 3.874 1.344
C -2.176 4.582 0.169
C -1.456 4.287 -1.161
C -2.465 4.274 -2.343
C -1.723 3.733 -3.607
C -2.451 2.505 -4.160
C -2.544 1.328 -3.155
C -2.931 0.043 -3.908
C -1.750 -0.729 -4.563
C -0.763 -1.496 -3.648
C -0.782 -2.930 -4.283
O -0.092 -3.948 -3.634
C -0.729 -5.194 -3.855
O -1.853 -5.405 -3.067
C -1.570 -5.819 -1.725
C -2.445 -7.063 -1.446
O -2.907 -7.122 -0.109
C -1.469 -1.678 -2.261
O -0.759 -2.482 -1.333
C 0.622 -2.182 -1.188
O 1.369 -3.343 -1.224
C 1.116 -4.213 -0.135
C 1.821 -3.832 1.193
C 2.272 -5.095 1.958
C 1.040 -5.849 2.491
C 1.190 -1.038 -2.071
Cl 0.762 0.447 -1.138
P 3.115 -1.030 -1.916
O 3.178 -1.108 -0.284
Cl 4.016 -2.782 -2.531
N 0.654 -0.906 -3.478
Cl 1.733 -1.722 -4.643
C 0.716 0.529 -4.019
C 2.036 1.310 -3.953
O 3.039 1.055 -4.428
Cl 1.914 2.889 -3.090
H -2.612 2.125 0.727
H -0.926 1.743 1.245
H -2.187 2.113 2.424
H -0.411 4.071 1.306
H -1.857 4.338 2.260
H -3.215 4.258 0.064
H -2.155 5.656 0.365
H -0.706 5.036 -1.422
H -1.010 3.284 -1.158
H -3.343 3.676 -2.097
H -2.809 5.290 -2.548
H -1.804 4.515 -4.365
H -0.678 3.513 -3.383
H -1.917 2.122 -5.046
H -3.466 2.724 -4.498
H -3.381 1.569 -2.494
H -1.667 1.244 -2.506
H -3.628 -0.607 -3.380
H -3.520 0.377 -4.769
H -1.352 -0.047 -5.318
H -2.291 -1.439 -5.192
H -1.846 -3.190 -4.195
H -0.635 -2.882 -5.372
H -0.029 -6.025 -3.751
H -1.091 -5.194 -4.892
H -0.507 -6.024 -1.598
H -1.940 -5.046 -1.046
H -3.311 -7.044 -2.104
H -1.859 -7.956 -1.707
H -2.143 -7.328 0.447
H -2.411 -2.176 -2.454
H -1.636 -0.723 -1.757
H 0.720 -1.820 -0.155
H 1.522 -5.186 -0.429
H 0.063 -4.390 0.082
H 1.061 -3.371 1.833
H 2.659 -3.169 0.982
H 2.904 -4.770 2.784
H 2.840 -5.754 1.296
H 0.336 -6.057 1.679
H 1.380 -6.820 2.856
H 0.522 -5.295 3.272
H 4.114 -1.207 -0.038
H -0.099 1.147 -3.652
H 0.581 0.407 -5.092
C 2.145 5.671 5.047
C 1.349 5.480 3.765
C 1.728 6.518 2.718
O -0.048 5.570 4.044
H 1.944 6.654 5.483
H 1.860 4.927 5.791
H 3.217 5.585 4.863
H 1.528 4.478 3.369
H 1.513 7.527 3.080
H 1.145 6.374 1.806
H 2.789 6.459 2.467
H -0.224 6.451 4.397
C 1.172 1.252 8.018
C 2.243 1.667 7.020
C 3.449 0.741 7.086
O 2.652 3.009 7.283
H 1.558 1.300 9.040
H 0.318 1.929 7.965
H 0.825 0.235 7.826
H 1.828 1.657 6.011
H 3.906 0.773 8.079
H 4.211 1.054 6.372
H 3.168 -0.291 6.867
H 3.023 3.037 8.173
*
```

Its total energy is -4093.31750 hartree. Its largest force on an atom is 0.07983 Eh/bohr.

---

Entry from the Open Molecules 2025 dataset: a cluster of 10 separate species, C30H61I2NO10P in total (the ωB97M-V functional and the def2-TZVPD basis).

```
! wB97M-V def2-TZVPD RIJCOSX def2/J DEFGRID3
* xyz -1 1
O 3.221 1.082 7.406
P 4.061 -0.299 6.880
I 4.771 0.353 4.446
N 3.047 -1.502 6.712
C 1.617 -1.229 6.837
C 1.009 -0.316 5.745
C 0.220 0.855 6.343
I -1.391 1.366 4.974
H 3.320 1.741 6.704
H 1.332 -0.894 7.836
H 1.120 -2.190 6.709
H 1.761 0.039 5.056
H 0.294 -0.888 5.169
H -0.177 0.564 7.301
H 0.823 1.740 6.410
C -3.243 2.190 0.283
C -3.918 2.557 1.580
O -3.393 2.340 2.644
C -5.275 3.213 1.490
H -2.280 1.731 0.494
H -3.861 1.479 -0.271
H -3.082 3.085 -0.318
H -5.981 2.550 0.986
H -5.194 4.151 0.936
H -5.645 3.425 2.491
C 4.094 -0.387 -1.016
C 3.310 -0.701 0.233
O 2.199 -0.253 0.404
C 3.966 -1.602 1.244
H 3.502 0.265 -1.657
H 5.027 0.119 -0.763
H 4.301 -1.314 -1.551
H 4.888 -1.145 1.604
H 4.184 -2.572 0.792
H 3.300 -1.749 2.089
C 3.565 -2.686 -5.108
C 4.752 -3.004 -4.233
O 4.686 -2.924 -3.031
C 6.025 -3.427 -4.926
H 2.723 -2.399 -4.483
H 3.807 -1.861 -5.780
H 3.284 -3.564 -5.693
H 6.370 -2.633 -5.590
H 5.851 -4.335 -5.505
H 6.793 -3.624 -4.182
C -0.659 4.698 2.821
C -0.569 4.833 1.325
O -1.565 4.905 0.635
C 0.809 4.878 0.718
H -1.706 4.673 3.118
H -0.185 3.769 3.142
H -0.172 5.547 3.305
H 1.349 3.959 0.950
H 1.359 5.736 1.112
H 0.726 4.978 -0.362
C -0.024 -2.634 0.681
C 0.376 -4.061 0.419
O 1.460 -4.489 0.737
C -0.629 -4.949 -0.277
H 0.795 -2.116 1.170
H -0.241 -2.132 -0.263
H -0.904 -2.596 1.327
H -0.863 -4.532 -1.258
H -1.541 -5.034 0.317
H -0.197 -5.938 -0.402
C 1.580 -5.874 -2.811
C 1.774 -6.219 -4.264
O 1.723 -5.373 -5.131
C 2.031 -7.664 -4.590
H 1.402 -4.805 -2.713
H 0.721 -6.415 -2.415
H 2.473 -6.133 -2.241
H 1.184 -8.262 -4.262
H 2.944 -8.008 -4.099
H 2.148 -7.776 -5.667
C -7.430 7.214 4.587
C -6.570 6.119 3.999
O -6.892 4.959 4.076
C -5.292 6.543 3.316
H -8.311 6.774 5.046
H -6.870 7.761 5.347
H -7.745 7.904 3.802
H -4.645 7.062 4.025
H -5.517 7.204 2.478
H -4.770 5.666 2.944
C -0.403 8.045 -1.783
C 0.666 7.379 -2.615
O 1.046 6.263 -2.366
C 1.237 8.170 -3.769
H -0.722 7.366 -0.995
H -0.011 8.958 -1.330
H -1.264 8.291 -2.407
H 1.699 9.087 -3.402
H 0.445 8.420 -4.478
H 1.990 7.573 -4.278
C -2.135 -6.676 -5.778
C -2.047 -7.876 -4.868
O -0.992 -8.230 -4.399
C -3.329 -8.613 -4.569
H -1.145 -6.244 -5.906
H -2.520 -6.976 -6.754
H -2.795 -5.925 -5.342
H -3.764 -8.994 -5.494
H -4.039 -7.943 -4.082
H -3.120 -9.448 -3.906
*
```

Its total energy is -2923.65586 hartree. Its largest force on an atom is 0.04610 Eh/bohr.